Record 1
9 unconnected molecules or ions with the total composition C14H42N4O13S5. Source: the OMol25 dataset; level of theory: ωB97M-V/def2-TZVPD.

## Properties
- electronic energy (eV) = -101936.929
- frontier orbital gap (eV) = 8.1
- E_LUMO (eV) = -0.29
- relative energy (zero: lowest compared OMol25 entry of this formula, charge and spin) (kcal/mol) = 1.5
- molecular weight (g/mol) = 634.84
- spin multiplicity = 1
- HOMO level (eV) = -8.41
- largest force on an atom (eV Å⁻¹) = 3.82
- charge = 0

Positions of all 78 atoms, in Å:
C  -3.08601  4.63870  21.96206
N  -3.23331  3.76589  23.11025
O  -4.01464  2.85957  22.91422
O  -2.59035  3.91608  24.12779
H  -2.50036  5.54710  22.22594
H  -4.07653  5.00148  21.86562
H  -2.76100  4.05269  21.07654
C  -3.73807  0.53693  19.90943
N  -3.03923  1.53691  19.09573
O  -2.33296  2.32095  19.72723
O  -3.13635  1.39717  17.88587
H  -4.27578  0.88368  20.82585
H  -2.97258  -0.23733  20.02510
H  -4.42742  0.07142  19.19835
C  2.82259  0.11121  19.86020
N  3.07306  0.94978  18.67504
O  2.73036  0.55493  17.59568
O  3.82382  1.88047  18.86331
H  1.74577  0.06781  20.10024
H  3.33211  0.68813  20.61550
H  3.19551  -0.87800  19.69894
C  0.43854  3.00587  19.17691
N  0.55911  4.18024  19.99478
O  -0.32671  4.49002  20.75636
O  1.62010  4.76735  19.86963
H  1.36097  2.90964  18.60079
H  -0.48673  3.10047  18.61479
H  0.32123  2.13121  19.84532
C  -2.51779  8.07345  20.64558
S  -3.26314  6.91878  19.41099
O  -4.26304  7.65775  18.59725
C  -1.77604  6.82019  18.37216
H  -1.73917  7.49461  21.17120
H  -3.28949  8.32950  21.39614
H  -2.27890  9.03595  20.16894
H  -2.04208  6.06991  17.64597
H  -0.84770  6.63795  18.91711
H  -1.56745  7.81176  17.88986
C  0.69650  -2.00997  17.15353
S  -0.76181  -0.99938  17.74424
O  -0.36881  -0.16549  18.96140
C  -0.63168  0.21736  16.32687
H  0.36518  -2.38350  16.19417
H  0.75411  -2.86153  17.80898
H  1.63526  -1.48262  17.10625
H  -0.73961  -0.34558  15.41620
H  0.34552  0.66432  16.45442
H  -1.38683  0.96836  16.35854
C  0.67904  4.68734  24.30030
S  2.05589  5.70797  24.76520
O  2.93514  5.80982  23.47326
C  1.06214  7.29566  24.53741
H  1.04739  3.64857  24.21396
H  0.27842  5.07587  23.40439
H  -0.07409  4.76529  25.10339
H  0.77945  7.28767  23.50455
H  1.77830  8.07191  24.73130
H  0.21530  7.31365  25.18115
C  5.09216  2.80651  24.92854
S  4.96804  1.05324  24.32668
O  3.46187  0.89329  24.25132
C  5.52602  1.31666  22.62014
H  6.11611  3.06295  25.11799
H  4.51410  2.76481  25.83912
H  4.67429  3.45584  24.18785
H  4.94719  2.16417  22.32613
H  5.54874  0.41788  22.02822
H  6.53824  1.75005  22.68863
C  4.65990  6.84890  21.11162
S  5.94396  5.70024  20.54235
O  6.19186  4.65113  21.58057
C  4.94557  4.83831  19.21523
H  4.99952  7.18940  22.10243
H  3.69686  6.40160  21.29893
H  4.63081  7.67551  20.38941
H  5.67128  4.22327  18.68552
H  4.56479  5.57808  18.49166
H  4.10445  4.28620  19.57324

Atoms 1-6, force components in eV/Å:
C 0.800 1.550 -0.269
N 0.580 -1.212 0.275
O -0.399 -0.523 0.345
O -0.044 0.361 -0.080
H 0.149 -1.100 -0.273
H -1.068 0.267 -0.762

Mulliken population analysis, charges in e, atoms 1 to 4: C -0.462; N 0.983; O -0.583; O -0.566


Record 2
7 unconnected molecules or ions with the total composition C14H42O13. Source: the OMol25 dataset; level of theory: ωB97M-V/def2-TZVPD.

## Properties
- electronic energy (eV) = -41801.666
- frontier orbital gap (eV) = 9.2
- SMILES = OCCO.OCCO.OCCO.OCCO.OCCO.OCCO.CCO
- E_LUMO (eV) = -0.14
- relative energy (zero: lowest compared OMol25 entry of this formula, charge and spin) (kcal/mol) = 276.9
- molecular weight (g/mol) = 418.48
- spin multiplicity = 1
- HOMO level (eV) = -9.37
- largest force on an atom (eV Å⁻¹) = 9.39
- charge = 0

Positions of all 69 atoms, in Å:
C  0.02497  0.73567  -1.36944
C  -0.65347  0.85988  0.06831
O  -1.60989  1.85238  -0.04892
H  0.74050  -0.08646  -1.35490
H  0.55596  1.63144  -1.69154
H  -0.80173  0.49270  -2.03700
H  0.01928  1.10276  0.89082
H  -1.10597  -0.05868  0.44193
H  -2.19275  1.98316  0.70260
C  -3.32357  -0.09648  -2.09683
C  -4.72282  0.47460  -1.75116
O  -4.68680  1.78800  -1.11489
O  -2.63719  0.65896  -3.06781
H  -3.50845  -1.17023  -2.12800
H  -2.62648  0.00891  -1.26553
H  -5.20011  -0.22314  -1.06307
H  -5.39091  0.53775  -2.61008
H  -4.75757  1.69823  -0.16172
H  -2.56674  1.55858  -2.74021
C  2.40181  3.65143  -2.18035
C  2.05018  2.63400  -1.02227
O  3.13162  2.51839  -0.08574
O  2.26320  4.99339  -1.82942
H  1.76617  3.56996  -3.06205
H  3.43836  3.51617  -2.48921
H  2.02369  1.65704  -1.50491
H  1.15877  2.86562  -0.43929
H  3.31287  3.33235  0.38990
H  2.82990  5.14716  -1.06993
C  -1.04328  1.85250  2.50380
C  -1.34662  2.03456  3.97022
O  -1.16888  0.78846  4.70450
O  -2.03342  1.02822  1.88357
H  -0.05889  1.38525  2.47625
H  -1.07025  2.78708  1.94350
H  -2.39178  2.34009  4.01912
H  -0.83742  2.81935  4.52962
H  -0.35235  0.89316  5.19838
H  -1.82980  0.11299  2.08975
C  2.37002  -1.65256  -1.74991
C  3.27486  -2.90257  -1.78239
O  4.63200  -2.60488  -1.82367
O  2.19666  -1.36854  -0.41739
H  1.36519  -1.83575  -2.13050
H  2.79242  -0.73514  -2.15980
H  3.13114  -3.38700  -2.74819
H  3.16324  -3.69403  -1.04127
H  4.65819  -2.02238  -1.06103
H  1.28652  -1.57221  -0.18983
C  0.80563  -0.44116  3.03334
C  0.99435  -0.92471  1.59515
O  -0.05292  -1.67571  1.19115
O  1.08099  -1.52979  3.89572
H  -0.25199  -0.19785  3.13510
H  1.34887  0.43020  3.39900
H  1.97150  -1.38770  1.45747
H  1.03139  -0.02110  0.98671
H  -0.40929  -2.14241  1.95061
H  0.96431  -1.19816  4.78904
C  -0.31407  -3.73711  -1.46468
C  -0.42436  -2.83597  -0.31049
O  -0.78521  -1.45439  -0.68970
O  0.06748  -5.07274  -1.04346
H  0.43549  -3.48538  -2.21494
H  -1.17251  -3.86702  -2.12369
H  0.56652  -2.77389  0.13939
H  -1.13839  -3.06126  0.48166
H  -0.62617  -0.99941  0.14054
H  -0.76199  -5.52459  -0.87194

Atoms 1-6, force components in eV/Å:
C -1.041 -0.100 1.084
C 0.916 1.578 -1.531
O -0.186 2.415 -3.549
H -0.282 0.699 -0.254
H -1.795 -0.598 0.053
H 0.503 -0.019 -0.071

natural (NBO) population analysis, charges in e, atoms 1 to 4: C -0.636; C -0.044; O -0.763; H 0.213


Record 3
A molecular structure, C14H43MgO8S7. Source: the OMol25 dataset; level of theory: ωB97M-V/def2-TZVPD.

## Properties
- electronic energy (eV) = -112878.093
- frontier orbital gap (eV) = 8.9
- E_LUMO (eV) = -1.89
- relative energy (zero: lowest compared OMol25 entry of this formula, charge and spin) (kcal/mol) = 45.6
- molecular weight (g/mol) = 588.26
- spin multiplicity = 1
- HOMO level (eV) = -10.76
- largest force on an atom (eV Å⁻¹) = 3.79
- charge = +1

Positions of all 73 atoms, in Å:
Mg  14.05197  28.33977  -13.14880
O  15.24261  27.36715  -14.22252
H  16.05806  26.95708  -14.57096
C  18.62565  26.55868  -15.81851
S  18.41603  26.36993  -17.66591
O  17.87240  24.95520  -17.91069
C  17.06045  27.59868  -17.93126
H  17.60473  26.44017  -15.45551
H  18.86164  27.56042  -15.45947
H  19.26256  25.83428  -15.31088
H  16.17718  27.39457  -17.32605
H  16.78325  27.68029  -18.98226
H  17.45108  28.54012  -17.54498
C  16.67700  21.96475  -15.11051
S  14.92492  22.55617  -14.98263
O  14.72560  22.82381  -13.46315
C  15.18135  24.14172  -15.94872
H  17.31040  22.85109  -15.14667
H  16.81061  21.39842  -16.03220
H  16.95705  21.29520  -14.29726
H  14.17877  24.54934  -16.07829
H  15.47928  23.92252  -16.97404
H  15.89834  24.78534  -15.43904
C  10.08939  26.31105  -12.50600
S  11.45237  26.34955  -13.73198
O  12.57727  27.11105  -13.05297
C  12.08216  24.65674  -13.70372
H  9.32856  27.00861  -12.85620
H  10.17397  26.43125  -11.42595
H  9.59364  25.34547  -12.60600
H  11.35267  23.92406  -14.04888
H  12.64975  24.34545  -12.82678
H  12.88095  24.65835  -14.44536
C  16.78250  31.92973  -12.54041
S  15.66145  31.10845  -13.76981
O  15.15349  29.86835  -13.01801
C  16.94806  30.51426  -14.93378
H  16.27431  32.17200  -11.60705
H  17.22100  32.83189  -12.96694
H  17.64922  31.27957  -12.42132
H  16.43030  29.82332  -15.59908
H  17.78804  30.04290  -14.42354
H  17.26471  31.38744  -15.50421
C  11.11571  29.03793  -16.08878
S  12.78498  29.79808  -15.86791
O  12.98484  29.26598  -14.44539
C  13.54919  28.65144  -17.07114
H  10.49649  29.19480  -15.20556
H  11.15555  27.95388  -16.19532
H  10.50938  29.36300  -16.93423
H  13.64068  27.62495  -16.71611
H  14.58001  28.96571  -17.23465
H  13.03999  28.68281  -18.03438
C  15.60600  25.17197  -11.40775
S  15.08979  26.64124  -10.35427
O  14.59228  27.54757  -11.48373
C  13.55257  25.78769  -9.85466
H  14.81473  24.90446  -12.10806
H  15.67591  24.35970  -10.68427
H  16.57263  25.29968  -11.89501
H  12.99465  26.37563  -9.12586
H  13.69696  24.88931  -9.25453
H  12.96387  25.55905  -10.74306
C  17.99225  28.02272  -12.24180
S  19.16814  26.65486  -11.66209
O  20.03512  26.29457  -12.87634
C  20.12472  27.74666  -10.56652
H  18.51076  28.88462  -12.66178
H  17.28332  28.31954  -11.46887
H  17.39382  27.60339  -13.05060
H  19.54822  28.66506  -10.45557
H  21.12732  28.02500  -10.89119
H  20.15051  27.28737  -9.57835

Atoms 1-6, force components in eV/Å:
Mg 0.862 -1.186 -0.511
O 1.315 -0.883 -1.440
H -1.216 0.565 0.562
C -1.537 0.309 -0.169
S -0.127 -1.480 -0.075
O 0.396 2.121 0.660

Mulliken population analysis, charges in e, atoms 1 to 4: Mg 0.612; O -0.175; H -0.419; C -0.452